12
Properties=species:S:1:pos:R:3:forces:R:3 method="wB97M-V/def2-TZVPD" de_lowest_kcal_mol=69.33 multiplicity=1 energy_ev=-17042.7608 homo_ev=-8.507 orbital_gap_ha=0.331
C -1.10736 0.69026 -0.63836 0.4 -0.6 -0.3
C 1.53591 -0.17875 -0.42693 -1.0 -0.2 -2.6
N -1.90875 1.01708 0.33018 -1.2 -0.5 -0.3
O 1.69969 0.64709 0.63749 0.2 1.3 2.6
O -0.44196 -1.45659 1.02966 -0.2 -0.5 1.0
P -0.18661 -0.86537 -0.29800 0.3 -0.3 -0.5
H 2.38356 -0.80537 -0.57327 0.4 -1.4 0.1
H 1.51997 0.40076 -1.39387 -0.1 0.0 1.1
H 1.68389 0.19318 1.52410 -0.1 0.2 -1.6
H -2.48853 1.82128 0.01867 0.2 -0.7 1.4
H -2.20721 0.38103 1.15955 0.8 1.3 -1.5
H -0.48258 -1.84460 -1.36922 0.4 1.3 0.5